DFT (ωB97M-V/def2-TZVPD) results for C36H30I2NO5PdSSb2 as an isolated structure at a distorted geometry.

Its multiplicity is 1. As for the charge: -1. Its orbital gap (spin up / spin down) is 5.97 / 6.00 eV. The HOMO energy (spin up / spin down) is -4.7 / -4.7 eV.

Each line ends with the Mulliken charge.
Geometry (Å):
Pd1 -0.675 -1.524 0.779  -0.1170
I1 -5.575 -2.312 -0.859  0.0163
C1 -4.380 -3.333 0.504  -0.3917
C2 -4.927 -4.343 1.299  -0.6240
C3 -4.102 -5.031 2.155  -0.2216
I2 -4.984 -6.516 3.349  -0.0068
C4 -2.723 -4.766 2.220  1.2795
C5 -1.756 -5.519 3.000  -0.6541
C6 -0.464 -5.210 2.986  -1.1607
C7 0.067 -4.028 2.243  0.1744
N1 -0.849 -3.497 1.250  -0.8264
C8 -2.217 -3.746 1.419  0.2832
C9 -3.042 -2.972 0.600  0.5784
O1 -2.502 -1.959 -0.045  -0.2583
H1 -5.981 -4.574 1.236  0.3330
H2 -2.106 -6.369 3.573  0.1622
H3 0.260 -5.768 3.565  0.4185
H4 1.016 -4.235 1.764  0.4779
C10 -0.787 0.013 -2.002  -1.6420
C11 0.712 0.055 -2.373  -0.3356
C12 1.651 -0.664 -1.392  -1.6524
Sb1 2.202 0.524 0.363  1.0610
C13 4.118 -0.328 0.813  0.3053
C14 4.865 0.288 1.813  -0.5317
C15 6.035 -0.291 2.287  -0.5897
C16 6.465 -1.506 1.770  -0.4433
C17 5.729 -2.128 0.770  -0.6999
C18 4.562 -1.542 0.297  0.0332
C19 3.093 1.983 -0.994  -0.0227
C20 4.224 1.707 -1.764  -0.1563
C21 4.816 2.689 -2.547  -0.6379
C22 4.288 3.975 -2.572  -0.3781
C23 3.160 4.269 -1.821  -0.6349
C24 2.572 3.279 -1.039  -0.3356
Sb2 -1.198 1.126 -0.189  0.8430
C25 -1.207 3.035 -1.169  0.4441
C26 -1.610 4.137 -0.413  -0.7148
C27 -1.687 5.399 -0.985  -0.5796
C28 -1.349 5.577 -2.320  -0.4981
C29 -0.936 4.489 -3.075  -0.6993
C30 -0.859 3.224 -2.500  -0.0203
C31 -3.335 1.071 -0.139  0.5975
C32 -4.118 1.448 -1.226  -0.2411
C33 -5.495 1.565 -1.094  -0.6404
C34 -6.099 1.316 0.132  -0.4178
C35 -5.328 0.922 1.216  -0.4812
C36 -3.951 0.804 1.081  -0.7874
H5 -1.105 -1.013 -1.813  0.7831
H6 -1.410 0.406 -2.807  0.7720
H7 1.054 1.088 -2.487  0.0935
H8 0.814 -0.417 -3.356  0.4214
H9 2.602 -0.894 -1.877  0.7392
H10 1.210 -1.605 -1.065  0.7913
H11 4.525 1.225 2.241  0.2881
H12 6.600 0.194 3.073  0.3695
H13 7.360 -1.976 2.159  0.3600
H14 6.058 -3.079 0.368  0.3720
H15 3.977 -2.056 -0.457  0.2456
H16 4.656 0.711 -1.743  0.3042
H17 5.695 2.455 -3.136  0.3783
H18 4.760 4.746 -3.170  0.3587
H19 2.739 5.268 -1.838  0.4074
H20 1.690 3.525 -0.455  0.3284
H21 -1.876 4.009 0.630  0.3795
H22 -2.009 6.244 -0.388  0.3944
H23 -1.406 6.560 -2.770  0.3721
H24 -0.668 4.619 -4.116  0.4016
H25 -0.525 2.394 -3.109  0.1134
H26 -3.650 1.669 -2.180  0.2682
H27 -6.096 1.861 -1.945  0.3570
H28 -7.173 1.409 0.235  0.3486
H29 -5.798 0.719 2.170  0.3792
H30 -3.352 0.492 1.930  0.3199
O2 2.285 -1.600 3.720  -0.7083
S1 1.213 -1.798 2.788  1.2670
O3 0.234 -0.695 2.733  -0.6456
O4 1.638 -2.151 1.412  -0.5502
O5 0.364 -3.043 3.288  -0.3158

DFT (ωB97M-V/def2-TZVPD) results for C36H30N5O5S3W as an isolated structure at a distorted geometry.

Its multiplicity is 1. As for the charge: -1. Its orbital gap (spin up / spin down) is 6.04 / 6.04 eV. The HOMO energy (spin up / spin down) is -4.2 / -4.2 eV.

Each line ends with the Mulliken charge.
Geometry (Å):
W1 -0.292 -0.206 0.305  -0.0570
C1 -0.603 2.486 2.604  -1.7059
C2 0.298 1.401 2.104  1.0374
N1 0.727 1.545 0.818  0.3531
N2 2.077 1.815 0.611  -1.3005
C3 2.556 1.199 -0.396  0.3560
S1 1.636 0.074 -1.316  0.0884
S2 4.275 1.492 -0.762  -0.1196
C4 4.238 1.620 -2.575  -1.4547
C5 4.490 0.330 -3.318  0.8693
C6 5.737 -0.287 -3.256  -0.4981
C7 5.975 -1.478 -3.923  -0.5226
C8 4.962 -2.074 -4.665  -0.5295
C9 3.718 -1.466 -4.738  -0.4213
C10 3.489 -0.269 -4.072  -0.1069
C11 1.029 0.560 3.060  0.5313
C12 1.169 0.853 4.412  -0.5778
C13 1.858 -0.009 5.262  -0.8784
C14 2.410 -1.178 4.749  -0.5376
C15 2.253 -1.501 3.408  -0.9781
C16 1.539 -0.643 2.579  0.6831
O1 1.262 -0.974 1.322  0.3278
H1 -1.136 2.943 1.778  0.3179
H2 0.014 3.267 3.067  0.5470
H3 -1.328 2.151 3.351  0.1387
H4 5.022 2.341 -2.818  0.5743
H5 3.286 2.058 -2.870  0.4395
H6 6.524 0.164 -2.662  0.3394
H7 6.948 -1.948 -3.854  0.3697
H8 5.142 -3.011 -5.178  0.3781
H9 2.914 -1.930 -5.296  0.3624
H10 2.510 0.193 -4.108  0.2913
H11 0.755 1.777 4.800  0.3418
H12 1.963 0.234 6.312  0.3782
H13 2.951 -1.857 5.398  0.4071
H14 2.638 -2.424 2.994  0.4074
C17 1.560 -3.880 -0.101  -0.6468
O2 1.044 -4.364 -1.353  -0.5438
C18 0.529 -3.496 -2.253  0.1799
C19 0.595 -3.859 -3.580  -0.5919
C20 0.092 -3.055 -4.608  -0.8260
C21 -0.476 -1.847 -4.290  -0.8724
C22 -0.556 -1.443 -2.946  1.2867
C23 -1.222 -0.181 -2.688  -0.5094
N3 -1.285 0.426 -1.561  1.1427
N4 -2.144 1.542 -1.534  -1.2933
C24 -2.391 1.745 -0.288  0.8018
O3 -1.898 1.018 0.669  -0.4179
C25 -3.332 2.834 0.113  -0.0481
C26 -3.641 3.853 -0.781  -0.5836
C27 -4.517 4.859 -0.402  -0.6718
C28 -5.087 4.842 0.865  -0.3726
C29 -4.782 3.820 1.752  -1.0815
C30 -3.899 2.815 1.378  0.5995
C31 -0.098 -2.265 -1.903  0.3878
O4 -0.257 -1.978 -0.632  -0.3727
H15 2.196 -4.686 0.261  0.3138
H16 0.761 -3.672 0.605  0.2663
H17 2.146 -2.973 -0.247  0.2505
H18 1.064 -4.810 -3.808  0.4430
H19 0.160 -3.381 -5.637  0.4041
H20 -0.863 -1.192 -5.061  0.3985
H21 -1.748 0.286 -3.518  0.4030
H22 -3.189 3.846 -1.764  0.4574
H23 -4.750 5.658 -1.095  0.3871
H24 -5.770 5.629 1.161  0.3798
H25 -5.227 3.801 2.739  0.4104
H26 -3.650 2.012 2.061  0.1474
O5 -1.145 -1.231 1.976  -0.6001
N5 -2.392 -0.997 2.415  0.1789
C32 -2.423 -0.547 3.693  -0.2130
C33 -3.596 -0.282 4.332  -0.8782
C34 -4.784 -0.486 3.607  -0.2411
C35 -4.732 -0.932 2.321  -0.7410
C36 -3.507 -1.212 1.642  0.5650
S3 -3.394 -1.731 0.057  -0.4101
H27 -1.436 -0.431 4.119  0.4332
H28 -3.583 0.070 5.352  0.4411
H29 -5.745 -0.283 4.064  0.3517
H30 -5.631 -1.089 1.743  0.4345

DFT (ωB97M-V/def2-TZVPD) results for a 6-piece molecular cluster, C36H30N6O12 overall at a distorted geometry.

Its structure (SMILES) is O=[N+]([O-])c1ccccc1.O=[N+]([O-])c1ccccc1.O=[N+]([O-])c1ccccc1.O=[N+]([O-])c1ccccc1.O=[N+]([O-])c1ccccc1.O=[N+]([O-])c1ccccc1. Its multiplicity is 1. As for the charge: 0. Its orbital gap is 8.66 eV. The HOMO energy is -9.5 eV.

Each line ends with the Mulliken charge.
Geometry (Å):
C1 2.734 -18.039 -28.367  -0.5038
C2 2.500 -16.874 -29.112  -0.4744
C3 2.614 -15.631 -28.521  -0.4579
C4 3.012 -15.561 -27.202  -0.1381
C5 3.367 -16.692 -26.496  0.0984
C6 3.229 -17.952 -27.073  -0.6346
N1 2.950 -14.260 -26.451  1.0945
O1 3.401 -14.257 -25.334  -0.5137
O2 2.475 -13.317 -27.047  -0.6308
H1 2.537 -18.980 -28.862  0.4161
H2 2.179 -16.961 -30.140  0.4258
H3 2.418 -14.738 -29.098  0.4521
H4 3.644 -16.560 -25.458  0.4100
H5 3.549 -18.791 -26.471  0.4628
C7 2.661 -17.763 -22.631  -0.1559
C8 2.895 -18.684 -21.621  -0.7370
C9 3.669 -18.310 -20.525  -0.3622
C10 4.059 -16.978 -20.401  -0.3547
C11 3.870 -16.089 -21.448  -0.4581
C12 3.134 -16.481 -22.564  -0.1480
N2 4.854 -16.549 -19.263  1.0404
O3 5.322 -15.431 -19.275  -0.5357
O4 5.052 -17.347 -18.361  -0.6437
H6 2.166 -18.135 -23.523  0.4191
H7 2.484 -19.680 -21.699  0.3974
H8 3.960 -19.053 -19.796  0.4654
H9 4.403 -15.148 -21.484  0.5570
H10 2.873 -15.693 -23.260  0.5028
C13 6.852 -15.336 -15.018  -0.7066
C14 6.685 -16.400 -15.875  -0.1273
C15 7.668 -17.360 -16.043  -0.3958
C16 8.878 -17.185 -15.386  0.0180
C17 9.101 -16.007 -14.655  -0.3584
C18 8.111 -15.041 -14.513  -0.4771
N3 9.949 -18.131 -15.578  0.9620
O5 11.017 -17.886 -15.034  -0.6010
O6 9.798 -19.100 -16.306  -0.6044
H11 6.063 -14.669 -14.692  0.4587
H12 5.719 -16.567 -16.327  0.4629
H13 7.579 -18.199 -16.719  0.5027
H14 10.020 -15.902 -14.094  0.4256
H15 8.328 -14.156 -13.934  0.4540
C19 7.233 -13.013 -25.636  -0.7010
C20 7.385 -11.777 -25.005  -0.4219
C21 7.254 -11.658 -23.636  -0.4839
C22 6.999 -12.814 -22.901  0.2590
C23 6.742 -14.040 -23.499  -0.2040
C24 6.866 -14.122 -24.884  -0.4660
N4 7.046 -12.776 -21.444  1.0298
O7 7.107 -13.836 -20.840  -0.5449
O8 7.006 -11.685 -20.895  -0.6156
H16 7.215 -13.117 -26.712  0.3916
H17 7.795 -10.932 -25.542  0.3644
H18 7.527 -10.734 -23.149  0.4394
H19 6.438 -14.931 -22.971  0.5550
H20 6.818 -15.080 -25.385  0.4012
C25 6.773 -11.986 -16.833  -0.4769
C26 7.031 -11.235 -15.690  -0.5164
C27 6.093 -11.175 -14.676  -0.2428
C28 4.903 -11.865 -14.814  -0.0225
C29 4.635 -12.647 -15.923  -0.3718
C30 5.538 -12.581 -16.987  -0.3020
N5 3.923 -11.859 -13.732  0.9720
O9 2.861 -12.433 -13.805  -0.6025
O10 4.260 -11.295 -12.702  -0.6087
H21 7.451 -12.073 -17.673  0.4694
H22 7.988 -10.743 -15.582  0.4028
H23 6.238 -10.644 -13.745  0.4858
H24 3.737 -13.239 -16.028  0.4487
H25 5.223 -13.204 -17.815  0.3607
C31 -2.227 -15.166 -28.366  -0.3112
C32 -2.454 -13.917 -27.827  -0.5896
C33 -1.614 -13.504 -26.785  -0.4219
C34 -0.743 -14.408 -26.184  -0.1609
C35 -0.483 -15.626 -26.834  0.2804
C36 -1.199 -16.009 -27.950  -0.8545
N6 -0.060 -14.141 -24.926  1.1389
O11 -0.222 -13.045 -24.459  -0.6282
O12 0.618 -15.013 -24.444  -0.5972
H26 -2.823 -15.592 -29.168  0.3351
H27 -3.311 -13.307 -28.064  0.3876
H28 -1.794 -12.516 -26.382  0.4459
H29 0.222 -16.316 -26.387  0.5424
H30 -1.138 -16.983 -28.411  0.4277

Per-record energy relative to the best compared isomer or geometry (same formula, charge and spin), eV: 0.000; 0.494; 0.916